[1]
41
Properties=species:S:1:pos:R:3:mulliken_spin:R:1 method="wB97M-V/def2-TZVPD" e_above_lowest_ev=0.271 spin_multiplicity=2 lumo_ev="-4.1 / -4.5" total_charge=+1
Ir 1.41890 0.82866 -0.88406 0.39
Te 3.87799 1.44522 -1.23043 -0.02
Se 0.22597 1.70501 1.07130 0.06
S 1.18539 1.02064 -2.99088 0.57
N 0.08999 3.96628 -0.71961 0.01
N -0.07214 4.55853 1.36241 0.00
C -0.08790 5.34487 -0.72923 0.00
C -0.36230 7.58574 -1.39388 0.00
C 0.06251 -1.50398 0.39752 0.03
C 2.41099 -1.84590 0.02616 0.02
C -0.17050 6.26781 -1.76198 0.00
C -0.05294 -2.81639 0.83935 -0.02
C 1.06389 -3.63441 0.90147 0.03
C 0.09886 3.51402 0.54122 -0.01
C 2.29672 -3.14703 0.49231 -0.01
C -0.46602 7.96866 -0.04954 0.00
C -0.19300 5.72346 0.60344 0.00
C 4.75263 -0.26695 -2.15374 0.01
C -0.38366 7.04678 0.97671 0.00
C -0.12302 4.53200 2.81512 0.00
C 1.30048 -1.00329 -0.01612 -0.05
C 4.52986 1.01764 0.75082 0.00
H 0.69237 5.13032 3.21901 0.00
H -1.02095 -3.19458 1.14059 0.00
H -0.82681 -0.88984 0.35368 -0.01
H 3.37296 -1.49923 -0.32375 0.00
H -1.07591 4.93510 3.15316 0.00
H -0.43589 8.34226 -2.16240 0.00
H -0.09443 5.97226 -2.79909 0.00
H 5.18395 -0.89528 -1.37899 0.00
H 5.52505 0.07231 -2.83803 0.00
H 3.96798 -0.79608 -2.68622 0.00
H 0.97480 -4.65047 1.26076 0.00
H 0.15666 3.35424 -1.52459 0.00
H 5.60528 1.16879 0.80605 0.00
H -0.61691 9.01191 0.18929 0.00
H 4.26173 -0.00427 0.99924 0.00
H -0.46517 7.34431 2.01271 0.00
H 4.01598 1.70786 1.41509 0.00
H -0.02376 3.50762 3.16088 0.00
H 3.17057 -3.78480 0.52411 0.00

***

[2]
9
Properties=species:S:1:pos:R:3:mulliken_spin:R:1 method="wB97M-V/def2-TZVPD" e_above_lowest_ev=0.748 spin_multiplicity=3 lumo_ev="-3.9 / -7.8" total_charge=+1
O 0.69181 -1.40958 1.79627 1.11
O 0.59102 -2.52112 0.89264 1.09
O -0.04567 1.94780 -0.34197 0.00
N -0.16276 -0.72642 -0.47702 -0.05
C 0.29777 -1.33444 0.54373 -0.15
H -0.10853 2.51009 0.44340 0.00
H -0.52430 -1.29761 -1.21231 0.00
H -0.33648 0.56223 -0.46282 0.00
H -0.40286 2.26906 -1.18193 0.00

***

[3]
28
Properties=species:S:1:pos:R:3:mulliken_charge:R:1 method="wB97M-V/def2-TZVPD" e_above_lowest_ev=0.305 spin_multiplicity=1 lumo_ev=-3.8 total_charge=+1
S 3.46912 0.79938 0.46018 -0.05
S 2.88959 -1.11279 -0.15499 0.01
P 0.13219 0.13021 0.12293 0.90
O 0.26363 0.31138 1.57285 -0.81
O 0.58732 1.35323 -0.85392 -0.20
O -1.31240 -0.35934 -0.27975 -0.27
N 1.09721 -1.45303 -2.13634 -0.29
C -2.18997 -2.35839 0.50343 -1.10
C -0.11357 2.63893 -0.93526 -0.19
C -2.13313 -0.91200 0.73897 -0.25
C 1.23939 -1.17358 -0.60559 -0.38
C 3.00522 -0.54633 1.55006 -0.18
C -0.90295 2.94168 0.36622 -1.09
H 1.98099 -0.35156 1.83960 0.18
H -0.86015 2.44980 -1.79017 0.25
H -3.10549 -3.00495 0.88704 0.34
H -1.19848 -2.74467 0.75873 0.27
H 0.11572 -1.57499 -2.15768 0.33
H 1.74345 -2.32238 -2.38085 0.41
H -1.75968 -0.75958 1.72604 0.37
H -1.55521 3.70251 0.14271 0.48
H -0.18133 3.23776 1.26382 0.25
H 0.62478 3.38583 -1.03478 0.30
H 3.72907 -0.86855 2.29307 0.42
H -2.29020 -2.43832 -0.58690 0.24
H 1.39368 -0.49944 -2.57182 0.41
H -3.14403 -0.60024 0.55758 0.38
H -1.52480 2.12943 0.70483 0.29

***

[4]
90
Properties=species:S:1:pos:R:3:mulliken_charge:R:1 method="wB97M-V/def2-TZVPD" e_above_lowest_ev=9.011 spin_multiplicity=1 lumo_ev=-10.2 total_charge=+2
Zr 6.56244 -1.62499 -0.58723 1.68
O -5.40335 -3.96536 -3.11858 -0.65
O -1.19467 0.13447 6.24961 -0.38
O -6.25793 -1.91289 2.35490 -0.68
O -4.12459 3.49211 1.11555 -0.61
O 6.19522 -3.78840 -2.82015 -0.52
O -6.29254 3.73311 -4.57049 -0.67
O -1.87980 2.75476 -8.49416 -0.64
O 8.11699 -0.33907 -3.01007 -0.54
O -2.08647 0.83073 -1.22872 -0.49
O 3.82310 -3.62800 0.51900 -0.65
O 6.16079 -1.14852 2.88171 -0.61
O 2.16602 0.65083 0.52723 -0.57
O -1.09261 -0.03351 -3.86520 -0.51
O 6.45821 1.46773 -0.11984 -0.50
O 3.12029 -0.31048 -2.05872 -0.59
N -3.64389 -3.30457 -4.29748 -0.39
N 5.21762 -0.04935 4.55914 -0.36
N -5.58043 2.94353 -2.61733 -0.30
N -0.91329 0.73769 -8.43188 -0.33
N -4.63516 -0.41161 1.90379 -0.26
N -5.06022 -1.84045 -3.67021 -0.35
N -0.40139 3.74732 7.14143 -0.72
N -6.21579 -0.53687 0.51610 -0.29
N 2.92927 -5.15821 1.98728 -0.42
N 1.64203 -3.86931 0.77774 -0.33
N -4.19480 3.09647 -4.37229 -0.35
N 6.98231 -1.22197 4.91297 -0.38
N -0.60128 2.03819 -10.09216 -0.39
C -0.88237 0.50818 -1.43949 0.29
C -4.71797 -3.11883 -3.66370 0.65
C 0.09193 0.71541 -0.36619 0.03
C -1.26471 1.84409 -8.98781 0.70
C 1.88741 0.01160 -1.92936 0.21
C 1.44289 0.50467 -0.56005 0.35
C -5.38521 3.29248 -3.86730 0.71
C 1.07395 -0.25193 -2.95890 -0.21
C 2.85053 -4.22030 1.04807 0.63
C -0.10495 2.31602 6.90674 0.31
C 6.09064 -0.88169 4.05104 0.57
C -5.76146 -0.97663 1.66226 0.66
C -0.24177 -0.32426 5.29483 -0.61
C 0.63988 1.87090 8.18251 -1.17
C -0.37579 0.05819 -2.88819 0.28
C -1.37523 1.53214 6.35494 -0.65
H -3.40306 -4.28509 -4.27150 0.24
H 1.54421 -0.57380 -3.87632 0.53
H -1.07503 3.76576 7.89375 0.29
H -1.20611 0.56707 -7.48044 0.17
H -5.55071 -0.09078 -0.09934 0.08
H 1.47125 -3.02157 0.25596 0.17
H -7.09152 -0.83498 0.11070 0.22
H 7.75845 -1.80800 4.64046 0.22
H -0.01032 2.13120 9.01773 0.34
H -4.20518 0.11411 1.15625 0.11
H 6.74270 -3.81363 -3.60491 0.30
H 4.46926 0.17421 3.91875 0.20
H -4.45908 -1.17481 -4.13460 0.12
H -4.58598 2.72313 1.45028 0.34
H -2.28292 1.76109 6.91332 0.36
H -4.09066 3.26078 -5.36338 0.19
H -2.96165 -2.56013 -4.31908 0.19
H 0.56105 2.28223 6.04453 0.27
H -3.50969 3.14143 0.47123 0.28
H 0.79937 -4.33607 1.08132 0.20
H 7.01341 -0.66128 5.75247 0.18
H -0.54043 -0.15887 4.25968 0.17
H -4.80594 2.61402 -2.05904 0.11
H -4.06130 -0.82867 2.62271 0.19
H 5.44137 0.52031 5.36259 0.21
H -0.62595 2.92352 -10.57762 0.22
H -0.22466 1.10047 0.59188 0.62
H -3.59386 2.54580 -3.77585 0.14
H 6.56638 1.92332 0.71501 0.30
H 3.84519 -5.31533 2.38289 0.24
H 6.22758 2.15787 -0.74173 0.29
H 5.59789 -4.52962 -2.92032 0.29
H 9.05042 -0.33014 -3.22192 0.31
H -0.19049 -1.41274 5.32103 0.29
H 0.01511 1.28501 -10.36214 0.13
H -6.52863 2.93638 -2.26952 0.19
H -1.54906 1.92319 5.35246 0.33
H -5.97422 -1.55420 -3.34963 0.20
H -0.27674 0.10927 -8.90091 0.16
H 2.12993 -5.33760 2.57802 0.21
H 0.73311 0.11457 5.50729 0.29
H 0.68904 0.78277 8.14200 0.32
H 1.61592 2.33804 8.31372 0.30
H 7.68853 -0.00866 -3.79967 0.31
H -0.92112 4.07704 6.34064 0.25

***

[5]
9
Properties=species:S:1:pos:R:3:mulliken_spin:R:1 method="wB97M-V/def2-TZVPD" e_above_lowest_ev=1.682 spin_multiplicity=3 lumo_ev="-10.0 / -10.0" total_charge=+2
Tm -3.66746 0.24172 -0.07732 1.00
O -1.55479 0.51735 0.62411 0.01
O 0.44985 0.19632 1.56542 -0.08
C 0.50718 0.05682 -0.65166 0.07
C 1.84500 0.01604 0.00740 0.86
C -0.33908 0.14716 0.60400 0.03
H 0.46388 -0.98995 -1.04018 0.03
H 2.02096 -1.01961 0.35940 0.07
H 0.27446 0.83416 -1.39116 0.01

***

[6]
169
Properties=species:S:1:pos:R:3:mulliken_charge:R:1 method="wB97M-V/def2-TZVPD" spin_multiplicity=1 lumo_ev=-0.2 total_charge=0
I -0.15708 3.84007 -2.36615 0.04
S -5.72269 -0.18309 0.39635 -0.02
S -6.79318 0.09152 -2.44243 -0.14
O 9.72797 -1.16532 6.29191 -0.35
O 9.35147 -3.16446 -4.43533 -0.36
O -8.79082 6.81760 -4.92801 -0.34
O 8.14010 -1.49774 -3.53739 -0.14
O -0.15423 1.23544 -3.98185 -0.39
O 3.14001 -4.27812 8.20107 -0.53
O 8.10603 2.60421 0.08388 -0.31
O 8.99825 1.19639 -1.44922 -0.55
O 10.14870 1.73163 0.42538 -0.33
O 8.95418 -1.71192 4.25601 -0.14
O 1.62716 1.21438 -5.55063 -0.54
O -10.22950 5.19297 -4.27981 -0.57
O -10.44984 1.72497 -2.14670 -0.25
O -11.33473 -0.33926 -2.17796 -0.34
O 3.21156 -3.54698 6.06127 -0.31
O 9.91565 0.30370 4.57606 -0.53
O 1.95862 1.25605 -3.18705 -0.42
O -10.32622 0.42437 -0.30088 -0.54
O -7.99726 4.82980 -4.24450 -0.22
O -4.32695 -0.45808 1.61631 -0.45
O 1.29032 -3.41490 7.22322 -0.37
O -2.70578 -0.28097 3.20999 -0.33
O -3.92125 1.51881 2.65652 -0.14
O 7.74276 -3.63333 -2.91142 -0.53
N -5.63111 -2.29748 -1.56828 0.38
C 11.11371 -1.92946 -5.54902 -1.51
C 1.21082 1.23171 -4.42148 0.58
C 6.94171 -1.63585 1.13001 0.02
C 10.54374 2.32607 2.74254 -1.32
C 3.26198 0.25912 -0.65188 -0.88
C -11.33951 2.66482 -4.19458 -1.16
C 1.22077 0.27737 -2.41604 -0.13
C -2.08447 0.84758 3.82822 1.25
C -3.19538 1.85546 3.83662 -0.52
C 2.18268 -3.22628 5.13116 -0.47
C 2.60093 -3.79351 7.25517 0.56
C -7.24612 0.76919 0.92225 0.41
C 9.56549 -0.75702 5.00370 0.47
C 8.97199 -2.36863 6.44044 0.45
C -5.84262 2.95607 0.19029 -0.76
C 7.79252 -2.90206 1.67908 -0.64
C -7.38450 6.96686 -4.75534 -0.55
C -3.13278 -2.23044 -2.22485 -0.67
C -1.57077 0.49560 5.20666 -1.45
C -1.07125 1.66912 -0.25375 0.23
C 0.05546 2.46088 0.57527 -1.27
C -11.79055 0.32728 -3.35207 -0.54
C 9.64744 -1.98252 -5.17973 0.57
C 1.10328 -2.67380 6.01870 0.73
C -10.66986 0.58792 -1.43373 0.54
C 1.76523 -0.19667 -1.00021 -0.42
C -4.64936 -2.37597 -2.70280 -0.85
C -8.06766 -3.21778 0.37658 -0.31
C 9.07728 1.78783 -0.41368 0.65
C -0.29347 -2.87455 5.47152 -1.54
C -9.11338 5.57748 -4.46757 0.59
C 8.35174 -2.84217 -3.56576 0.59
C 9.95675 2.74712 1.41249 0.47
C 9.22486 -0.89408 -4.23381 -0.58
C 4.19245 -1.06284 -0.60008 -0.39
C 9.63003 -3.30196 7.43274 -1.49
C 8.94456 -2.90344 5.03665 -0.58
C -6.03674 -0.91021 -1.31545 -0.55
C -2.60912 -0.72048 -2.46455 0.22
C -5.63328 5.30732 -4.01375 -1.45
C -6.77886 -3.16978 -1.97629 -0.85
C -3.70474 0.20357 2.42422 0.60
C -9.33219 -2.44439 1.04156 -0.67
C 5.70122 -0.64288 -0.91183 -0.57
C -0.98493 1.86082 -1.83844 -1.44
C -8.14209 -2.89667 -1.20425 -0.31
C 6.75041 -1.75561 -0.47290 -0.35
C -6.89903 5.54637 -4.80776 0.56
C -10.78977 1.43664 -3.50330 0.71
C 8.46262 2.89300 1.43357 -0.37
C -0.30707 0.65726 -2.63213 1.19
C -7.27515 2.29574 0.42694 -0.18
C -1.03742 -0.75804 -2.71076 -1.31
H -8.90216 -3.64836 -1.62470 0.44
H 11.33799 -2.68118 -6.30990 0.37
H -0.70416 -0.16402 5.12648 0.11
H -2.06789 1.91656 -2.20814 0.78
H -2.32445 -0.04822 5.78192 0.39
H 10.23442 2.99733 3.54634 0.31
H -1.02296 -2.36893 6.10865 0.29
H -5.32161 3.08782 1.19526 0.04
H 7.35641 -3.21319 2.68503 -0.06
H -10.03627 -2.08093 0.23153 0.07
H 7.79492 -1.56592 -0.90155 0.08
H -2.82515 2.87981 3.78300 0.38
H -0.38521 -2.47664 4.45850 0.36
H -7.86959 2.43291 -0.53741 -0.08
H 10.44189 3.66298 1.05726 0.27
H 5.94806 0.31362 -0.32953 0.14
H -1.25655 1.17277 3.18951 -0.48
H 11.74484 -2.16005 -4.68710 0.37
H -0.11806 3.57504 0.63635 0.46
H -6.47593 -4.25018 -1.73329 0.30
H 9.02997 -1.98649 -6.08438 0.26
H 4.12676 -1.53239 0.42948 0.09
H 10.24641 1.30391 2.99600 0.30
H 8.14948 3.90121 1.70796 0.35
H -1.27510 1.38844 5.76128 0.44
H -8.92992 -1.51380 1.55897 0.07
H 3.87794 -1.82951 -1.38090 0.33
H 9.53296 -2.90388 8.44565 0.36
H -1.00795 0.57070 0.07481 0.31
H 9.17502 -4.29407 7.40679 0.38
H 10.70098 -3.39440 7.23517 0.37
H -10.54215 3.39061 -4.35861 0.04
H 1.11192 2.18039 0.24236 0.31
H 5.90724 -1.63624 1.59267 0.18
H -4.81829 -3.40326 -3.17998 0.53
H -11.78271 2.41261 -5.16128 0.41
H -8.31251 -4.32362 0.47847 0.40
H -12.09103 3.16275 -3.57637 0.32
H -4.84088 5.99680 -4.31227 0.39
H -0.52255 -1.43894 -1.96043 0.33
H 2.53556 -2.49367 4.40386 0.31
H 7.96201 2.17364 2.08910 0.23
H 8.89490 0.00395 -4.75727 0.34
H 8.04776 -3.48982 4.83509 0.37
H 7.96769 -2.09944 6.78410 0.27
H 1.27343 -1.61437 6.24098 0.22
H -8.59882 -1.87246 -1.40400 -0.12
H 5.76813 -0.42782 -2.02960 0.30
H -6.03103 4.01710 -0.20852 0.44
H -9.93158 -3.11598 1.73583 0.39
H -6.99806 -3.15833 -3.09501 0.41
H -2.08599 2.04375 0.13135 0.16
H 7.51519 -0.68077 1.33738 -0.19
H -3.12437 -0.23766 -3.35741 0.30
H 11.63586 2.33110 2.68965 0.38
H -7.79247 2.91922 1.23105 0.40
H 6.47052 -2.80946 -0.79349 0.38
H -7.20020 7.45715 -3.79459 0.32
H -2.78719 -0.15747 -1.49657 -0.31
H -5.20517 2.43869 -0.58831 0.12
H -12.81231 0.67958 -3.18029 0.31
H 9.82472 -3.49933 4.77676 0.31
H -8.13543 0.24807 0.43284 -0.68
H 3.25161 0.66101 0.42020 0.26
H 7.68668 -3.71183 0.88617 0.47
H 1.31159 -0.67875 -3.05140 0.50
H -6.76599 5.20851 -5.84095 0.23
H -3.86453 1.76358 4.69722 0.33
H -0.56596 -3.93274 5.46522 0.44
H 8.89647 -2.61150 1.76354 0.14
H -11.78788 -0.35118 -4.20623 0.34
H 1.89051 -4.13938 4.60366 0.32
H -4.82617 -1.58638 -3.50638 0.34
H -0.02285 2.06964 1.65473 0.06
H -9.88537 1.08970 -4.01480 0.19
H -2.52658 -2.98971 -2.83678 0.33
H -7.40296 0.77183 2.05124 0.51
H 1.78342 -1.34242 -1.03241 0.56
H -7.08374 -2.91353 0.84426 0.15
H 3.72685 0.97983 -1.38761 0.45
H -2.99418 -2.52334 -1.13917 0.29
H 1.11440 0.07329 -0.11567 0.16
H -0.80323 -1.18627 -3.74722 0.30
H -5.81553 5.41460 -2.94138 0.29
H -5.27864 4.28550 -4.16898 0.37
H 11.38926 -0.94842 -5.94127 0.36
H 9.99657 -0.61946 -3.50851 0.28
H -6.96080 7.57838 -5.55292 0.32